1.
17
Properties=species:S:1:pos:R:3:forces:R:3 method="wB97M-V/def2-TZVPD" total_energy_ev=-11922.79666 lumo_ha=0.016 smiles="CCCNC(=O)OO" charge=0 orbital_gap_ev=10.17 relative_energy_kj_mol=457.80
O -1.7163 -1.1635 -0.2027 0.490 1.057 1.624
O 0.5073 -0.8607 2.4222 -0.059 0.298 -0.056
O -0.3387 -1.5108 1.4606 -0.036 -0.273 -0.274
N -1.1506 0.6761 1.1372 0.786 -0.766 -0.706
C 0.9173 0.4578 -0.7984 -2.037 1.530 2.385
C 0.4315 -0.4087 -1.9033 -1.675 -1.389 0.243
C -1.1107 -0.6292 0.7047 -1.651 -2.410 1.044
C -0.3738 1.2635 0.0456 2.397 1.401 -2.096
H 0.6713 -1.5896 3.0388 -0.170 -0.038 -0.156
H -1.0445 1.5745 -0.7454 -0.218 0.091 -0.085
H 0.1184 2.1484 0.4510 -0.146 0.058 -0.098
H -0.4867 -0.9609 -1.5109 1.557 0.637 -1.274
H 0.1230 0.1697 -2.7715 0.124 -0.027 -0.132
H 1.4490 -0.0828 -0.0201 0.350 -0.083 -0.089
H 1.1549 -1.1765 -2.1728 0.152 0.158 -0.248
H -0.6581 0.7934 2.0201 -0.066 -0.228 -0.231
H 1.5066 1.2994 -1.1551 0.200 -0.017 0.148

2.
18
Properties=species:S:1:pos:R:3:forces:R:3 method="wB97M-V/def2-TZVPD" total_energy_ev=-13972.64977 lumo_ha=0.019 charge=0 orbital_gap_ev=10.44 relative_energy_kj_mol=241.91
O 0.7218 1.9467 -0.3309 -0.186 -0.298 0.038
O -1.4700 -1.7367 -0.1440 0.198 0.119 -0.062
O 0.4101 -0.3906 0.7343 -0.140 0.039 -0.364
O 0.5132 -1.8982 -1.2758 -0.174 0.201 0.215
N -0.5905 0.1630 -1.2436 0.114 -0.013 0.355
C -1.3568 1.4750 0.8318 0.048 -0.056 -0.019
C -0.1735 1.1926 -0.0499 0.090 -0.253 -0.164
C -0.4618 -1.2215 -0.5713 0.220 0.236 0.003
C 1.8169 -0.4738 0.8668 -0.158 0.023 -0.070
H -1.5374 0.2773 -1.6030 0.050 -0.019 0.058
H -1.9468 0.5790 1.0114 0.028 0.006 -0.024
H 2.0656 -0.6018 1.9228 -0.008 0.005 -0.062
H 0.0955 0.2951 -1.9856 -0.008 -0.013 0.063
H 0.3676 -2.8363 -1.0920 -0.046 0.056 0.014
H 2.2080 -1.3199 0.2975 -0.020 0.031 0.031
H -0.9794 1.8572 1.7782 -0.003 -0.007 -0.034
H -1.9691 2.2486 0.3608 0.042 -0.037 0.004
H 2.2867 0.4444 0.4925 -0.045 -0.019 0.015